A structure of composition C6H14CsN2O10S2 at a distorted geometry. Source: the Open Molecules 2025 dataset; level of theory: ωB97M-V/def2-TZVPD.

Last column: Mulliken charge in e.
CARTESIAN COORDINATES (ANGSTROEM)
1 Cs 0.76866 1.57478 -1.90221  0.870
2 S 4.94082 -2.91864 -0.07061  1.057
3 O 5.05032 -1.83321 0.86358  -0.717
4 O 4.06002 -2.43793 -1.11249  -0.728
5 O 6.23244 -3.20314 -0.66958  -0.779
6 O 4.41100 -4.17021 0.43085  -0.758
7 S -0.21909 -1.40242 -7.35017  1.070
8 O -0.99435 -1.20476 -8.57021  -0.755
9 O -0.26727 -0.22447 -6.50873  -0.739
10 O -0.80146 -2.45447 -6.50359  -0.765
11 O 1.16622 -1.82817 -7.68017  -0.755
12 C 4.44455 3.12935 3.38895  -1.044
13 C 4.17198 2.73819 4.80263  0.699
14 O 3.97588 3.59025 5.63195  -0.659
15 N 4.07267 1.43220 5.03542  -0.173
16 C 4.01641 0.84963 6.35226  -0.882
17 H 4.01674 2.42200 2.67850  0.344
18 H 5.48032 3.38165 3.16178  0.251
19 H 3.99695 4.09779 3.16559  0.298
20 H 4.31825 0.87375 4.23049  0.271
21 H 2.99127 0.72780 6.70203  0.251
22 H 4.49584 1.44928 7.12600  0.285
23 H 4.46771 -0.14191 6.31638  0.359
24 C -5.77071 0.90222 -2.98025  -0.884
25 C -5.62755 0.10517 -1.71942  0.606
26 O -4.65600 0.32799 -0.97459  -0.655
27 N -6.65887 -0.68946 -1.47171  -0.167
28 C -6.83007 -1.56135 -0.31920  -0.884
29 H -6.59002 0.51271 -3.58448  0.259
30 H -4.97891 0.48619 -3.60320  0.324
31 H -5.71671 1.95412 -2.69975  0.242
32 H -7.28385 -0.87746 -2.24253  0.255
33 H -7.71538 -2.18558 -0.44024  0.328
34 H -6.85064 -1.05795 0.64737  0.259
35 H -6.11721 -2.36406 -0.13057  0.317

Calculated values
Net charge   -3
HOMO-LUMO gap   1.69 eV

=====

The ion C6H14F2N4O2 with charge +2 at a distorted geometry. Source: the Open Molecules 2025 dataset; level of theory: ωB97M-V/def2-TZVPD.

Last column: Mulliken charge in e.
CARTESIAN COORDINATES (ANGSTROEM)
1 C -1.85068 2.49921 0.12768  -0.597
2 N -0.74091 1.40421 -0.14608  0.102
3 N -0.21228 1.32123 -1.54366  -0.469
4 C -1.10658 0.06065 0.07101  0.499
5 C -0.13113 -0.87127 0.25980  -1.057
6 C 1.31872 -0.72130 0.14699  0.899
7 N 2.05630 -1.75509 -0.09991  0.440
8 N 1.71198 -2.90168 -0.58358  -0.848
9 O 1.76989 0.52510 0.42695  -0.317
10 C 3.04808 0.81610 0.92532  -0.082
11 F 3.98939 0.19748 0.11437  -0.301
12 O -2.37945 -0.00083 0.15909  -0.409
13 C -3.11576 -1.23586 0.40515  -0.202
14 F -2.48935 -2.27963 -0.07627  -0.237
15 H -1.49832 3.50386 -0.32459  0.345
16 H -2.68146 2.05163 -0.49041  0.300
17 H -1.99682 2.38826 1.24089  0.339
18 H 0.09189 1.79756 0.27684  0.435
19 H 0.26025 2.15376 -1.82743  0.244
20 H -0.89960 0.95390 -2.22134  0.273
21 H -0.51471 -1.82666 0.13864  0.615
22 H 3.03416 -1.58145 -0.18432  0.322
23 H 0.89021 -3.28791 -0.24032  0.224
24 H 2.45775 -3.44935 -0.71098  0.239
25 H 3.30990 0.52563 1.90693  0.327
26 H 3.20377 1.99866 0.85636  0.255
27 H -4.07433 -1.00996 -0.08693  0.322
28 H -3.45091 -1.27624 1.47979  0.339

Calculated values
SMILES   C[N@H+](N)/C(=C\C(=[NH+]/N)OCF)OCF
Net charge   +2
HOMO-LUMO gap   8.75 eV

=====

A cluster of 2 separate species, C6H14IN in total at a distorted geometry. Source: the Open Molecules 2025 dataset; level of theory: ωB97M-V/def2-TZVPD.

Last column: Mulliken charge in e.
CARTESIAN COORDINATES (ANGSTROEM)
1 C -2.41825 0.49555 -1.11071  -0.930
2 C 1.72078 0.08212 0.99827  -1.331
3 C 1.16079 1.27705 -1.13536  -1.171
4 C -1.02631 -1.35452 0.90864  -1.046
5 C -1.26699 -0.49262 -1.40166  -0.710
6 C 0.79490 0.27933 0.01620  0.826
7 N -0.41392 -0.56078 -0.19995  0.113
8 I 4.22897 -0.60790 -0.86305  -0.060
9 H -2.34381 1.00135 -0.07509  0.269
10 H -2.72689 1.07087 -1.94336  0.367
11 H -3.41273 -0.13255 -0.92069  0.289
12 H 1.61310 -0.69409 1.79760  0.346
13 H 3.03108 -0.43370 0.05979  0.012
14 H 2.33957 1.03818 1.17596  0.385
15 H 1.93664 0.65971 -1.68231  0.236
16 H 0.41421 1.70049 -1.84565  0.335
17 H 1.63829 2.13225 -0.57055  0.297
18 H -1.82498 -1.97400 0.49182  0.348
19 H -0.29647 -2.03466 1.49615  0.274
20 H -1.38124 -0.70728 1.67836  0.378
21 H -1.67032 -1.48044 -1.72797  0.370
22 H -0.64176 -0.19380 -2.28042  0.403

Calculated values
2S+1   3
Net charge   0
HOMO-LUMO gap (alpha / beta)   5.34 / 7.38 eV

=====

The ion C6H14IN3 with charge +2 at a distorted geometry. Source: the Open Molecules 2025 dataset; level of theory: ωB97M-V/def2-TZVPD.

Last column: Mulliken charge in e.
CARTESIAN COORDINATES (ANGSTROEM)
1 C -0.47666 -1.55431 0.75961  1.028
2 C -0.04966 0.39976 -0.73830  0.116
3 C -1.08954 -2.04380 2.03341  -1.460
4 C 2.04953 1.65156 -1.42243  -1.261
5 C -1.07242 0.80881 1.39656  -0.814
6 C 0.79243 1.73715 -0.58789  -0.494
7 N 0.28829 -2.26663 -0.01047  -0.310
8 N -0.30698 -0.09127 -1.94555  -0.376
9 N -0.49312 -0.18582 0.42498  0.199
10 I -0.76454 3.40415 -1.20710  0.565
11 H -0.72574 -1.79900 3.00225  0.373
12 H -2.05740 -1.72774 1.94082  0.510
13 H -0.97152 -3.15549 1.98116  0.346
14 H 1.77819 1.17370 -2.33725  0.330
15 H 2.35226 2.57881 -1.71985  0.449
16 H 2.81794 1.19459 -1.00105  0.409
17 H -1.40793 1.76733 0.96765  0.213
18 H -0.32624 1.12614 2.15142  0.366
19 H -1.86607 0.20018 1.86079  0.320
20 H 1.10987 1.84080 0.44304  0.501
21 H 0.51645 -3.26351 0.02524  0.252
22 H 0.79819 -1.80724 -0.82389  0.226
23 H 0.22460 0.43858 -2.71649  0.240
24 H -1.11994 -0.42673 -2.47667  0.272

Calculated values
2S+1   3
Net charge   +2
HOMO-LUMO gap (alpha / beta)   6.67 / 6.56 eV

=====

A structure of composition C6H14MgO4Sm at a distorted geometry. Source: the Open Molecules 2025 dataset; level of theory: ωB97M-V/def2-TZVPD.

Last column: Mulliken charge in e.
CARTESIAN COORDINATES (ANGSTROEM)
1 O 3.77511 0.23907 2.52717  -0.606
2 Sm 5.60571 -0.52024 3.80975  1.875
3 C 3.40407 1.57626 2.21494  -0.352
4 H 2.53783 2.01222 2.72890  0.323
5 H 2.78974 1.42720 1.11006  -0.016
6 H 4.25468 2.26138 2.15228  0.359
7 O 1.37861 0.61326 -0.19489  -0.481
8 C 1.67665 -0.69856 -0.06891  0.511
9 C 0.57950 -1.67893 -0.41195  -0.774
10 O -0.66037 -0.97390 -0.31875  -0.550
11 C -1.80977 -1.56641 -0.91369  -0.508
12 C -2.90382 -0.52895 -0.82574  -0.396
13 O -2.37079 0.72150 -1.28841  -0.269
14 C -3.36779 1.72991 -1.47673  -0.666
15 Mg -0.40933 0.96690 -0.88746  1.143
16 H 3.15271 -0.40387 1.72693  0.493
17 H 2.62891 -0.99993 -0.53481  0.591
18 H 0.56945 -2.55419 0.25218  0.369
19 H 0.69180 -2.05666 -1.44443  0.402
20 H -2.10350 -2.47468 -0.37114  0.347
21 H -1.58810 -1.82562 -1.95979  0.404
22 H -3.24695 -0.39749 0.21056  0.411
23 H -3.75248 -0.82080 -1.45796  0.424
24 H -2.85799 2.65104 -1.77245  0.319
25 H -4.05850 1.41224 -2.26704  0.296
26 H -3.91539 1.88927 -0.53862  0.352

Calculated values
2S+1   7
Net charge   +4
HOMO-LUMO gap (alpha / beta)   7.03 / 7.04 eV

=====

A structure of composition C6H14MnO3 at a distorted geometry. Source: the Open Molecules 2025 dataset; level of theory: ωB97M-V/def2-TZVPD.

Last column: Mulliken charge in e.
CARTESIAN COORDINATES (ANGSTROEM)
1 C -3.77764 1.18124 0.24130  -0.739
2 O -2.65267 0.40710 0.57733  -0.241
3 C -2.47613 -0.70987 -0.25647  -0.520
4 C -1.23204 -1.44966 0.16082  -0.635
5 O -0.10159 -0.74153 -0.29754  -0.203
6 C 1.07266 -0.97665 0.43512  -0.811
7 C 2.22066 -0.44294 -0.38618  -0.348
8 O 2.65311 0.78258 0.17179  -0.148
9 C 3.84788 1.28592 -0.40040  -0.771
10 Mn 1.19304 2.22164 1.00912  -0.129
11 H -3.84724 2.00484 0.96137  0.239
12 H -3.66282 1.60693 -0.77050  0.300
13 H -4.70363 0.58327 0.29170  0.289
14 H -2.38448 -0.37761 -1.30713  0.330
15 H -3.33725 -1.39761 -0.17333  0.379
16 H -1.21244 -2.45608 -0.28925  0.365
17 H -1.23921 -1.60093 1.25379  0.335
18 H 1.34167 -1.99629 0.75381  0.309
19 H 0.77897 -0.69735 1.46256  0.501
20 H 2.01245 -0.31212 -1.45978  0.326
21 H 3.04193 -1.17654 -0.36535  0.333
22 H 4.68025 0.60995 -0.15350  0.286
23 H 3.76213 1.37302 -1.49452  0.316
24 H 4.02239 2.27869 0.03523  0.237

Calculated values
2S+1   6
Net charge   0
HOMO-LUMO gap (alpha / beta)   5.96 / 4.95 eV

=====

The molecule C6H14N2 at a distorted geometry. Source: the Open Molecules 2025 dataset; level of theory: ωB97M-V/def2-TZVPD.

Last column: Mulliken charge in e.
CARTESIAN COORDINATES (ANGSTROEM)
1 C -1.12678 -0.55628 -2.65414  -0.858
2 C -1.02437 0.00143 -1.44259  0.005
3 N -0.15142 -0.43118 -0.36277  0.220
4 C -0.08962 -1.87155 -0.07275  -1.177
5 C 0.20333 0.49801 0.71173  0.688
6 C 0.49185 1.91475 0.16677  -1.625
7 C 1.60842 -0.00319 1.33146  -1.405
8 N -0.75314 0.62355 1.78782  -0.598
9 H -1.78745 -0.13750 -3.40528  0.259
10 H -0.51647 -1.40539 -2.93670  0.299
11 H -1.62901 0.87671 -1.21930  0.233
12 H 0.84717 -2.28540 -0.45594  0.266
13 H -0.14989 -2.09236 0.99784  0.438
14 H -0.92482 -2.41003 -0.53527  0.398
15 H -0.41804 2.42771 -0.16246  0.380
16 H 0.95556 2.54857 0.93203  0.403
17 H 1.17429 1.87112 -0.68940  0.371
18 H 1.84929 0.59056 2.22119  0.437
19 H 2.41456 0.14502 0.60491  0.326
20 H 1.62771 -1.04692 1.65328  0.358
21 H -1.00262 -0.30405 2.11482  0.300
22 H -1.59854 1.04642 1.41474  0.280

Calculated values
SMILES   C=CN(C)C(C)(C)N
Net charge   0
HOMO-LUMO gap   8.89 eV

=====

A cluster of 3 separate species, C6H14N2 in total at a distorted geometry. Source: the Open Molecules 2025 dataset; level of theory: ωB97M-V/def2-TZVPD.

Last column: Mulliken charge in e.
CARTESIAN COORDINATES (ANGSTROEM)
1 H 0.37505 1.20993 -2.09981  0.231
2 N -0.49370 1.44988 -1.61929  -0.773
3 C -1.26353 0.43498 -1.40855  0.426
4 C -0.98791 -0.99233 -1.77488  -1.035
5 H -2.31380 0.66116 -1.21941  0.310
6 H -1.57521 -1.26290 -2.65510  0.317
7 H -1.28692 -1.63741 -0.94962  0.238
8 H 0.07176 -1.14922 -1.97381  0.285
9 C 2.14447 -1.69663 0.73761  -0.045
10 C 2.42094 -0.55826 0.48638  0.008
11 C 2.74817 0.82023 0.19219  -1.119
12 H 1.90019 -2.70443 0.91763  0.371
13 H 3.51166 0.86665 -0.58618  0.304
14 H 1.85685 1.34978 -0.15284  0.213
15 H 3.12497 1.31791 1.08691  0.297
16 C -1.94593 0.16318 1.88478  -0.952
17 N -0.88909 0.31011 0.89831  -0.389
18 H -2.26775 -0.87820 1.91366  0.291
19 H -1.64440 0.44965 2.89972  0.304
20 H -2.79441 0.77497 1.58406  0.343
21 H -0.06524 -0.23280 1.14195  0.056
22 H -0.62618 1.30376 0.69631  0.319

Calculated values
SMILES   [H]/N=C\C.C#CC.CN
Net charge   0
HOMO-LUMO gap   9.56 eV

=====

A cluster of 2 separate species, C6H14N2 in total at a distorted geometry. Source: the Open Molecules 2025 dataset; level of theory: ωB97M-V/def2-TZVPD.

Last column: Mulliken charge in e.
CARTESIAN COORDINATES (ANGSTROEM)
1 C -1.78451 -0.52641 -1.89853  -0.815
2 C -1.81053 0.96439 -1.95011  -0.026
3 C -0.69075 1.73981 -1.65384  0.068
4 N -0.60100 3.13461 -1.59632  -0.352
5 H -0.75067 -0.83705 -1.60734  0.137
6 H -2.48022 -0.92333 -1.11431  0.320
7 H -2.17535 -0.99223 -2.80339  0.388
8 H -2.73792 1.55568 -2.15571  0.292
9 H 0.31520 1.24968 -1.56587  0.342
10 H -0.05726 3.42352 -0.75016  0.327
11 H -1.45537 3.66651 -1.63901  0.298
12 C 0.63119 -0.18952 2.81583  -1.102
13 C 1.22234 -0.63224 1.47803  0.291
14 C 2.20364 -2.64490 0.78949  -0.204
15 N 1.94739 -1.84725 1.77051  -0.432
16 H 0.03695 0.76036 2.67945  0.299
17 H -0.12908 -0.93496 3.06798  0.306
18 H 1.41603 -0.02214 3.60087  0.293
19 H 2.00029 0.09396 1.05704  0.284
20 H 0.48420 -0.83645 0.69122  -0.103
21 H 1.68383 -2.60078 -0.21196  0.124
22 H 2.73158 -3.60124 0.99613  0.265

Calculated values
2S+1   2
Net charge   +1
HOMO-LUMO gap (alpha / beta)   8.20 / 4.45 eV

=====

A cluster of 3 separate species, C6H14N2O in total. Source: the Open Molecules 2025 dataset; level of theory: ωB97M-V/def2-TZVPD.

Last column: Mulliken charge in e.
CARTESIAN COORDINATES (ANGSTROEM)
1 C 0.92979 -1.46839 -0.30455  0.009
2 C 2.21320 0.76359 1.66555  -0.578
3 C 0.48387 -1.76100 -1.65387  -0.849
4 O 1.52728 1.01416 0.49469  -0.809
5 H 1.62336 -0.64589 -0.13094  0.256
6 H 0.55896 -2.03074 0.54061  0.397
7 H 1.63839 0.99648 2.58317  0.205
8 H 3.14878 1.34753 1.71780  0.235
9 H 2.53429 -0.30021 1.76079  0.179
10 H -0.16608 -0.91525 -1.96753  0.260
11 H -0.10125 -2.67558 -1.74566  0.289
12 H 1.32416 -1.74379 -2.35706  0.375
13 C -1.49234 0.30289 0.14456  0.675
14 N -1.04288 1.22897 1.05714  -0.643
15 C -1.42680 1.87951 -1.55474  -0.366
16 C -1.94642 -0.94252 0.43439  -1.189
17 N -1.41481 0.65523 -1.22378  -0.363
18 H -0.01890 1.42006 0.85836  0.421
19 H -1.15157 0.90962 2.01109  0.241
20 H -1.54542 2.68949 -0.83242  0.322
21 H -1.31658 2.13345 -2.60586  0.272
22 H -2.33929 -1.57297 -0.34947  0.348
23 H -2.01971 -1.28465 1.45773  0.314

Calculated values
Net charge   0
HOMO-LUMO gap (alpha / beta)   6.34 / 6.28 eV

=====

Calculated electronic energy in order - -52117.40274; -21917.67981; -16033.58969; -18999.09947; -37942.10494; -43905.49152; -9428.26637; -9426.17356; -9419.24387; -11471.05004 eV
Calculated energy relative to the best compared isomer or geometry (same formula, charge and spin) in order - 142.15; 0.00; 14.94; 0.00; 33.05; 71.46; 28.09; 76.35; 42.91; 154.97 kcal/mol